# 1
Molecular formula: C5H5BrIN
Method: DFT, ωB97M-V with the def2-TZVPD basis set

```
13
Properties=species:S:1:pos:R:3:lowdin_charge:R:1
I -1.038 2.845 0.194 0.7642
Br 1.611 1.959 -1.656 0.6745
N 2.394 -1.512 -0.448 0.1693
C 1.400 -0.885 -0.301 -0.2416
C 0.087 -0.207 -0.061 -0.6483
C 0.586 1.493 -0.192 -1.0986
C -0.296 -0.557 1.339 -0.0850
C -0.903 -0.391 -1.087 0.0343
H 0.653 -0.462 1.995 0.1327
H -0.828 -0.396 -2.161 0.0690
H -0.536 -1.576 1.356 0.0707
H -1.965 -0.278 -0.730 0.0830
H -1.165 -0.032 1.753 0.0759
```

Summary:
⟨S²⟩	2.01
DFT total energy	-3119.80803	Ha
orbital gap (alpha / beta)	8.16 / 8.14	eV
spin multiplicity	3

***

# 2
Molecular formula: C7H11IO2
Method: DFT, ωB97M-V with the def2-TZVPD basis set

```
21
Properties=species:S:1:pos:R:3:lowdin_charge:R:1
I 3.343 -0.684 -0.336 0.7574
O 0.604 -0.949 0.846 -0.1135
O -0.179 0.117 -0.959 -0.0238
C -1.441 -1.859 -0.460 -0.0841
C -0.378 -1.019 -0.258 -0.2823
C 1.171 2.077 -1.239 -0.0101
C -1.746 -3.054 0.370 -0.0784
C -0.306 1.925 0.830 0.0147
C 0.623 1.125 -0.162 -0.4544
C 1.522 0.158 0.653 -0.5572
H -2.151 -3.844 -0.244 0.0714
H 1.920 2.557 -0.720 0.0665
H 0.374 2.328 1.558 0.0806
H -0.739 -3.254 0.810 0.1004
H -0.972 2.624 0.337 0.0895
H 0.416 2.684 -1.523 0.0457
H -2.477 -2.684 0.994 0.0458
H 1.861 0.572 1.521 0.0504
H 1.433 1.497 -2.127 0.0952
H -0.891 1.178 1.383 0.0933
H -1.988 -1.493 -1.274 0.0928
```

Summary:
DFT total energy	-721.41985	Ha
orbital gap	8.53	eV
energy above the lowest of the compared OMol25 structures with the same formula, charge and spin	298.2	kJ/mol

***

# 3
Molecular formula: C6H9BrO
Method: DFT, ωB97M-V with the def2-TZVPD basis set

```
17
Properties=species:S:1:pos:R:3:lowdin_charge:R:1
Br 2.909 -1.011 -0.430 0.7098
O -1.105 0.908 0.443 -0.0685
C 2.010 0.304 0.489 -0.6735
C -1.421 -0.582 -2.252 -0.0605
C -0.192 -0.261 -1.494 -0.1595
C -0.234 0.309 -0.338 -0.1657
C 2.387 1.001 1.549 -0.1286
C -1.271 0.099 1.600 -0.0674
H -1.818 -1.507 -1.958 0.0727
H -2.006 0.556 2.305 0.1084
H 1.698 1.671 2.049 0.0523
H -1.558 -0.913 1.283 0.0968
H -0.251 -0.078 2.048 0.0898
H 3.306 0.767 1.993 0.0247
H -1.066 -0.694 -3.249 0.0754
H -2.094 0.143 -2.122 0.0394
H 0.706 -0.712 -1.917 0.0544
```

Summary:
DFT total energy	-2883.07349	Ha
orbital gap (alpha / beta)	9.06 / 9.06	eV
energy above the lowest of the compared OMol25 structures with the same formula, charge and spin	406.2	kJ/mol

***

# 4
Molecular formula: C18H42N2O2
Method: DFT, ωB97M-V with the def2-TZVPD basis set

```
64
Properties=species:S:1:pos:R:3:lowdin_charge:R:1
O 1.693 2.253 1.674 0.0619
O 2.249 4.233 -3.772 0.0645
N -3.231 2.435 0.724 -0.1974
N 1.719 -4.882 -0.641 -0.2202
C -2.156 3.353 1.136 -0.2450
C 1.245 2.998 -2.012 -0.0234
C 2.332 -6.034 -1.285 -0.2702
C 0.847 1.442 1.973 -0.5056
C 2.194 -5.991 -2.795 -0.0913
C 2.372 -3.623 -0.882 -0.2512
C 3.482 4.294 -1.752 -0.0204
C -4.381 2.363 1.611 -0.2816
C -4.618 0.963 2.132 -0.0895
C 1.424 -2.551 -1.447 -0.0755
C 2.329 3.863 -2.627 -0.4963
C -2.462 1.803 -1.538 -0.0815
C -2.538 4.815 1.121 -0.0758
C 0.086 0.679 0.917 -0.0202
C 0.546 1.119 3.409 -0.0235
C 2.409 -5.420 1.730 -0.0871
C -3.544 2.473 -0.700 -0.2469
C 1.295 -5.098 0.717 -0.2597
H -0.017 1.278 0.018 0.0489
H -4.739 0.249 1.314 0.0708
H -4.513 2.001 -0.859 0.1139
H -2.766 5.146 0.108 0.0663
H 2.785 -5.188 -3.235 0.0643
H -1.743 5.440 1.527 0.0766
H 2.980 -6.303 1.436 0.0640
H -3.773 0.655 2.747 0.0649
H -5.540 0.913 2.717 0.0705
H 0.810 -4.174 1.061 0.1131
H -1.559 2.412 -1.560 0.0351
H 1.512 -2.449 -2.533 0.0661
H 1.849 -6.938 -0.911 0.1163
H -3.433 4.964 1.727 0.0687
H -5.283 2.782 1.144 0.1155
H -0.861 0.287 1.279 0.0815
H 1.579 2.614 -1.047 0.0544
H -3.639 3.518 -1.042 0.1072
H 3.805 5.291 -2.047 0.0818
H 0.969 0.141 3.662 0.0911
H 3.406 -6.088 -1.031 0.1157
H 3.062 -4.567 1.906 0.0610
H 2.501 -6.951 -3.209 0.0704
H 1.153 -5.822 -3.081 0.0785
H -1.871 3.023 2.138 0.1127
H -2.775 1.673 -2.575 0.0761
H -2.215 0.827 -1.119 0.0713
H 1.058 1.830 4.062 0.0851
H 0.388 3.655 -1.857 0.0834
H 0.716 -0.169 0.620 0.0778
H 0.380 -2.827 -1.276 0.0729
H -0.514 1.124 3.655 0.0741
H -1.338 3.136 0.450 0.0872
H 3.219 4.316 -0.692 0.0766
H 4.337 3.625 -1.869 0.0894
H 2.801 -3.234 0.053 0.1059
H 1.520 -1.544 -1.036 0.0425
H -4.216 3.024 2.473 0.1075
H 0.997 2.182 -2.685 0.0888
H 0.521 -5.866 0.754 0.1114
H 1.955 -5.690 2.689 0.0700
H 3.200 -3.781 -1.572 0.1067
```

Summary:
DFT total energy	-970.97204	Ha
orbital gap	8.73	eV

***

# 5
Molecular formula: C17H30Br3F4O11PSV
Method: DFT, ωB97M-V with the def2-TZVPD basis set

```
68
Properties=species:S:1:pos:R:3:lowdin_charge:R:1
Br 2.113 -2.587 -2.571 0.8250
Br 0.495 -5.407 -1.345 0.8629
Br 1.349 5.550 -1.413 0.3696
V 2.536 -8.159 0.661 1.3783
S 5.406 0.302 1.179 0.5940
P 2.110 3.991 0.011 0.6352
F 2.457 -4.117 -0.125 -0.0272
F 0.641 -3.941 0.981 0.0848
F -1.190 3.844 -0.395 0.0193
F 1.512 -1.552 -0.173 0.0219
O 4.080 -8.310 1.328 -0.3175
O -1.552 0.309 -0.815 -0.0555
O 6.743 0.614 0.820 -0.2533
O 5.290 0.628 2.766 -0.1558
O 0.936 -8.448 0.162 -0.3644
O 1.397 4.193 1.497 -0.3417
O -0.053 0.719 2.923 -0.0487
O -3.793 4.412 -1.708 -0.0654
O -5.044 -1.239 1.941 -0.0555
O 5.000 -1.060 1.000 -0.2882
O 0.259 2.255 -1.219 -0.0541
C 4.256 1.466 0.404 -0.2429
C -1.591 -2.146 -0.433 -0.0685
C -4.254 -1.850 0.926 -0.2438
C 0.957 -2.509 -0.952 -0.7652
C -2.066 -0.715 0.004 -0.4246
C -0.737 2.545 -0.305 -0.3547
C -0.218 -0.120 1.772 -0.2363
C -2.735 2.170 -1.784 -0.0733
C 1.562 2.287 -0.652 -0.4801
C -1.688 -0.541 1.532 -0.0776
C -0.445 -2.171 -1.478 -0.1772
C 2.665 1.845 -1.636 -0.1753
C -3.992 3.022 -1.454 -0.2345
C 1.121 -3.893 -0.259 -0.8950
C -3.637 -0.763 0.001 -0.0933
C -1.976 1.623 -0.516 -0.2269
C 3.815 1.016 -1.004 -0.2000
H -4.915 -2.468 0.293 0.1223
H -1.394 -2.713 0.485 0.1101
H -4.336 2.827 -0.426 0.1192
H 2.234 1.314 -2.496 0.1292
H -4.656 -1.438 2.800 0.0890
H -2.027 2.692 -2.441 0.1283
H -0.685 -2.973 -2.195 0.0849
H 0.432 4.292 1.408 0.0446
H -0.356 2.324 0.706 0.1261
H 4.787 2.424 0.304 0.1085
H -3.955 -0.903 -1.048 0.1284
H 3.445 1.635 1.126 0.0804
H -3.501 4.816 -0.882 0.0793
H -1.893 -1.439 2.122 0.1133
H 3.607 -0.064 -1.060 0.0840
H -3.527 -2.533 1.384 0.1081
H 0.242 1.582 2.605 0.0621
H 1.583 1.606 0.219 0.0976
H 0.252 0.298 0.873 0.0843
H -0.345 -1.267 -2.090 0.1183
H -2.318 0.258 1.965 0.1271
H -4.782 2.718 -2.157 0.1192
H 4.442 0.285 3.096 0.0919
H 4.691 1.162 -1.656 0.1285
H -3.079 1.291 -2.353 0.1197
H 0.350 -1.039 2.004 0.1156
H 3.111 2.769 -2.051 0.0981
H -4.081 0.192 0.318 0.1161
H -2.448 -2.659 -0.899 0.1257
H -2.605 1.747 0.374 0.1458
```

Summary:
DFT total energy	-11297.90150	Ha
orbital gap	1.20	eV
charge	+1

***

# 6
Molecular formula: C2H3N3S
Method: DFT, ωB97M-V with the def2-TZVPD basis set

```
9
Properties=species:S:1:pos:R:3:lowdin_charge:R:1
S 2.735 -0.376 -0.052 0.5745
N -0.383 0.456 -0.844 -0.0234
N -0.778 -0.639 -0.081 -0.0405
N -2.011 -0.721 -0.062 0.0917
C 0.698 0.904 -0.339 -0.2382
C 1.390 0.354 0.676 -0.6403
H -0.744 0.775 -1.749 0.1603
H 1.410 0.537 1.719 0.0460
H -2.316 -1.289 0.733 0.0699
```

Summary:
DFT total energy	-640.27842	Ha
orbital gap	7.96	eV
energy above the lowest of the compared OMol25 structures with the same formula, charge and spin	476.0	kJ/mol